1.
This record from OMol25 describes a single C2H5IN2S molecule in a non-equilibrium geometry. The level of theory is the ωB97M-V functional and the def2-TZVPD basis.

CARTESIAN COORDINATES (ANGSTROEM)
I  -2.368  0.185  -0.596
S  1.984  -0.701  0.700
N  -0.248  -2.000  0.244
N  -0.243  0.266  -0.524
C  0.475  -0.873  0.195
C  0.210  1.579  -0.250
H  1.426  1.803  -0.275
H  -0.155  2.367  -0.914
H  0.104  2.141  0.724
H  0.111  -2.743  0.668
H  -1.296  -2.023  0.026

## Properties
maximum force	5.8	eV Å⁻¹
structure (SMILES)	CN(I)C(N)=S

2.
This record from OMol25 describes 3 unconnected molecules or ions with the total composition C2H5IO3 in a non-equilibrium geometry. The level of theory is the ωB97M-V functional and the def2-TZVPD basis.

CARTESIAN COORDINATES (ANGSTROEM)
I  -0.885  -2.442  0.327
O  -0.090  2.086  1.448
O  1.348  -0.567  -1.414
O  -0.834  0.275  2.346
C  -0.458  0.877  1.202
C  0.813  -0.143  -2.394
H  0.443  -0.784  -3.126
H  0.614  0.850  -2.574
H  -1.134  -0.702  2.074
H  -0.062  2.115  2.414
H  0.244  -1.563  -0.302

## Properties
maximum force	3.0	eV Å⁻¹

3.
This record from OMol25 describes 3 unconnected molecules or ions with the total composition C2H5IO3 in a non-equilibrium geometry. The level of theory is the ωB97M-V functional and the def2-TZVPD basis.

CARTESIAN COORDINATES (ANGSTROEM)
I  0.662  -1.750  -3.583
O  -0.972  1.628  0.815
O  -0.100  3.563  1.323
O  0.027  -0.296  -0.576
C  -0.328  2.306  1.748
C  0.048  -0.753  0.530
H  -0.779  -1.387  1.072
H  -0.124  -0.833  -2.528
H  0.428  4.033  1.922
H  -1.200  2.099  -0.137
H  0.846  -0.600  1.198

## Properties
maximum force	3.5	eV Å⁻¹

4.
This record from OMol25 describes 2 unconnected molecules or ions with the total composition C2H5IP2 in a non-equilibrium geometry. The level of theory is the ωB97M-V functional and the def2-TZVPD basis.

CARTESIAN COORDINATES (ANGSTROEM)
I  0.473  -2.375  -0.693
P  1.217  0.683  0.720
P  1.526  -0.722  2.147
C  0.626  -0.267  -0.670
C  -1.502  0.520  -0.729
H  -1.485  1.089  -1.637
H  -2.053  -0.400  -0.761
H  0.888  0.122  -1.640
H  1.898  0.258  3.086
H  -1.589  1.090  0.177

## Properties
maximum force	3.4	eV Å⁻¹

5.
This record from OMol25 describes 2 unconnected molecules or ions with the total composition C2H5ISi in a non-equilibrium geometry. The level of theory is the ωB97M-V functional and the def2-TZVPD basis.

CARTESIAN COORDINATES (ANGSTROEM)
I  -4.343  0.012  -0.004
Si  0.191  -1.920  0.147
C  -0.876  -0.303  0.501
C  -0.774  -0.738  -1.044
H  -0.672  0.795  0.567
H  -0.480  0.118  -1.586
H  -2.812  0.636  -0.253
H  -1.727  -0.571  1.147
H  -1.664  -1.215  -1.499

## Properties
maximum force	2.9	eV Å⁻¹

6.
This record from OMol25 describes 2 unconnected molecules or ions with the total composition C2H5N2O in a non-equilibrium geometry. The level of theory is the ωB97M-V functional and the def2-TZVPD basis.

CARTESIAN COORDINATES (ANGSTROEM)
O  0.963  1.956  -0.757
N  -1.275  -2.818  1.012
N  0.047  -0.800  0.873
C  -0.564  -1.782  0.889
C  1.088  2.992  -1.347
H  0.611  -0.045  0.506
H  1.789  3.769  -1.016
H  -2.225  -2.815  0.651
H  0.505  3.220  -2.250
H  -0.939  -3.677  1.439

## Properties
maximum force	2.5	eV Å⁻¹
total charge	+1

Ordered energy relative to the best compared isomer or geometry (same formula, charge and spin) results: 44.73, 223.41, 237.67, 169.02, 271.74, 192.88; unit kJ/mol.
Ordered HOMO energy results: -8.607, -8.993, -9.598, -8.609, -8.847, -13.554; unit eV.